one) 17
Properties=species:S:1:pos:R:3 method="wB97M-V/def2-TZVPD" total_charge=+1 homo_lumo_gap_ev=8.4 homo_energy_ha=-0.471 multiplicity=1 mol_weight_da=147.11
C 1.2337 1.8901 -0.5632
C -0.9460 0.7627 -0.5764
C 1.7484 -0.3370 -0.4924
N -0.0296 1.7129 -1.0344
N 1.8536 0.7964 0.1977
N -0.7164 -0.0463 0.3771
N -1.6434 -1.0309 0.7214
O 1.9647 2.7825 -0.9273
O -2.1900 0.9111 -1.0729
O 2.3538 -1.4303 -0.2288
H 1.1570 -0.3066 -1.4929
H -0.3299 2.5085 -1.6333
H 2.4915 0.8465 0.9156
H -2.5768 -0.7638 0.8715
H -2.7876 0.2360 -0.6449
H -1.3198 -1.5056 1.5053
H 3.0110 -1.4042 0.5100

---

two) 17
Properties=species:S:1:pos:R:3 method="wB97M-V/def2-TZVPD" total_charge=+1 homo_lumo_gap_ev="7.1 / 7.2" homo_energy_ha="-0.487 / -0.487" multiplicity=1 mol_weight_da=147.11
C -0.9134 -1.4421 -0.6859
C 1.1476 -1.0754 0.7556
C 0.3920 1.9016 -0.4466
N -0.8298 0.6876 0.7872
N 1.4852 2.3465 -0.0926
N -0.5636 2.5243 -1.1136
N -0.2967 -0.8279 0.4820
O -1.8843 0.8753 0.3662
O 2.4870 2.0641 0.4723
O -1.6815 2.2448 -1.2957
H -1.1233 -2.5038 -0.4523
H -1.7967 -0.8789 -0.9239
H -0.1149 -1.3230 -1.4473
H 1.4030 -2.1032 0.9176
H 1.5152 -0.7826 -0.1987
H 1.5252 -0.3825 1.6028
H -0.7511 -1.3249 1.2730

---

Stability check: which of them is least stable? two).

---

one) 36
Properties=species:S:1:pos:R:3 method="wB97M-V/def2-TZVPD" homo_lumo_gap_ev=9.3 homo_energy_ha=-0.315 multiplicity=1 mol_weight_da=246.31
N 0.8677 -1.7754 -2.2714
O -3.7513 3.5305 -0.6262
O 2.2646 -1.5151 -2.4113
C 0.4558 -1.3088 -1.1165
C -2.9454 1.5772 -1.7184
C -2.3976 1.8534 0.5984
C -2.2755 0.3411 -1.7582
C -1.7234 0.6379 0.5588
C -3.0533 2.3395 -0.5575
C -1.6685 -0.1375 -0.6228
N 3.2663 -1.3893 1.0487
C -4.2926 4.0465 0.5908
C -0.9532 -1.4666 -0.6195
C 3.9204 -1.9320 2.2013
C 3.6130 -1.8435 -0.3438
C 1.8137 -1.2551 1.0195
C 2.7709 -0.9103 -1.1989
C 1.5442 -0.6393 -0.3576
H -3.3806 1.9520 -2.6401
H -2.4642 2.3907 1.5518
H -2.2386 -0.2038 -2.7002
H -1.2840 0.2627 1.4843
H -5.0312 4.8780 0.4336
H -3.4544 4.4135 1.2664
H -4.8386 3.3203 1.1521
H -1.5726 -2.1302 -1.2187
H -0.9490 -1.8317 0.4200
H 5.0147 -1.8527 2.1268
H 3.6836 -1.3781 3.1028
H 3.6194 -2.9772 2.3693
H 3.3707 -2.9176 -0.5228
H 4.6466 -1.6927 -0.5521
H 1.3177 -2.2206 1.1508
H 1.4908 -0.5961 1.8436
H 3.3065 -0.0029 -1.4232
H 1.3071 0.4332 -0.2598

---

two) 36
Properties=species:S:1:pos:R:3 method="wB97M-V/def2-TZVPD" homo_lumo_gap_ev=8.8 homo_energy_ha=-0.296 multiplicity=1 mol_weight_da=246.31
C 1.0789 -0.9435 3.6635
H 1.3978 -1.2515 4.6582
O -0.3067 -1.1701 3.6206
C -0.9860 -0.8652 2.4737
C -0.4001 -0.3385 1.3362
C -1.1980 -0.0626 0.2234
C -2.5766 -0.3621 0.2979
C -3.1682 -0.8889 1.4365
C -2.3642 -1.1323 2.5236
H -2.7651 -1.5414 3.4365
H -4.2254 -1.1050 1.4652
N -3.1433 -0.0529 -0.9130
C -2.1972 0.4171 -1.7576
C -0.9661 0.4500 -1.1058
C 0.2194 0.9645 -1.7756
O 0.2334 1.1551 -2.9785
C 1.4458 1.3376 -0.9469
N 2.5802 0.4984 -1.2978
C 2.3384 -0.9078 -1.0661
H 3.1610 -1.4789 -1.4960
H 1.4153 -1.2028 -1.5613
H 2.2628 -1.1653 0.0033
C 3.7905 0.9430 -0.6474
H 3.9885 1.9782 -0.9215
H 4.6222 0.3284 -0.9891
H 3.7364 0.8759 0.4535
H 1.2222 1.3336 0.1301
H 1.7070 2.3617 -1.2349
C -2.5401 0.8191 -3.1403
H -2.1807 0.0705 -3.8461
H -2.0362 1.7489 -3.3951
H -3.6167 0.9327 -3.2557
H -4.1185 -0.1619 -1.1397
H 0.6596 -0.1572 1.3098
H 1.6098 -1.5423 2.9153
H 1.3202 0.1155 3.5209

---

Stability check: which of them is least stable? one).

---

one) 34
Properties=species:S:1:pos:R:3 method="wB97M-V/def2-TZVPD" homo_lumo_gap_ev=10.1 homo_energy_ha=-0.386 multiplicity=1 mol_weight_da=329.45
Xe -0.0280 -0.0347 0.1305
O -3.8871 -0.9614 0.9448
H -3.3039 -0.3409 0.5076
H -3.3801 -1.2830 1.6902
O 0.4893 -3.1034 -2.0119
H 0.9819 -3.1638 -1.1934
H 0.3542 -4.0128 -2.2784
O 3.5082 1.7609 0.3941
H 3.3652 0.8577 0.6771
H 2.6499 2.1767 0.4757
O -2.9959 0.8883 -1.3938
H -2.9060 -0.0548 -1.5308
H -3.0489 1.2550 -2.2764
O -0.4066 -0.0376 3.8105
H 0.2335 -0.2668 3.1367
H -0.4878 0.9143 3.7505
O 1.1296 2.3468 -2.5558
H 1.6327 2.9678 -3.0827
H 1.6162 2.2797 -1.7343
O 3.6861 -1.0687 1.2935
H 3.4813 -1.2096 2.2179
H 3.1678 -1.7265 0.8299
O 1.2746 3.2589 0.6109
H 1.8772 3.9764 0.4152
H 0.4566 3.6922 0.8546
O 2.1916 -3.3294 0.4825
H 1.7400 -3.5935 1.2841
H 2.4319 -4.1538 0.0597
O -2.1705 -1.9320 -1.7661
H -1.2793 -2.2519 -1.9064
H -2.5861 -1.9947 -2.6261
O -3.1097 3.0691 0.2023
H -2.9651 2.2726 -0.3085
H -3.7128 2.8029 0.8963

---

two) 34
Properties=species:S:1:pos:R:3 method="wB97M-V/def2-TZVPD" homo_lumo_gap_ev=10.7 homo_energy_ha=-0.391 multiplicity=1 mol_weight_da=329.45
Xe 0.2732 1.3206 7.7597
O -3.4782 1.2284 7.8896
H -4.2711 0.8784 8.2958
H -2.9709 0.4537 7.6470
O 2.8114 0.3134 4.9273
H 2.2151 1.0611 4.9679
H 3.3619 0.4030 5.7052
O 1.7236 2.9860 4.4101
H 0.8381 3.0333 4.0497
H 1.7844 3.7396 4.9971
O 1.5959 -1.9044 6.1434
H 1.6149 -1.8583 7.0993
H 1.9604 -1.0675 5.8554
O -2.4252 -1.7048 7.5640
H -1.7605 -1.7279 8.2523
H -2.2442 -2.4780 7.0295
O 3.8508 0.3997 7.5320
H 4.7938 0.5485 7.6027
H 3.7157 -0.4685 7.9118
O 1.5743 -0.1393 10.6198
H 2.2609 0.4539 10.9250
H 1.1226 -0.4143 11.4177
O -1.9179 0.1117 11.0166
H -1.2445 0.7492 11.2542
H -1.4289 -0.6733 10.7701
O -0.5710 5.1501 7.2109
H -1.3100 4.7468 6.7554
H -0.8505 5.1990 8.1251
O -2.8755 3.3409 9.5072
H -2.8047 2.4974 9.0602
H -3.7744 3.6253 9.3421
O 1.6339 4.1299 10.4285
H 1.8942 4.8587 10.9918
H 0.7966 4.4034 10.0538

---

Stability check: which of them is least stable? two).